336
Properties=species:S:1:pos:R:3:lowdin_charge:R:1 method="wB97M-V/def2-TZVPD" energy_ha=-7752.32660 charge=+2
C -11.1981 -2.7023 4.7295 -0.1030
C -10.8974 -1.8716 3.4695 -0.2460
C -9.4970 -1.3294 3.5272 -0.2112
C -9.2194 -0.3013 2.3991 -0.0790
N -7.7165 0.0806 1.9960 -0.1260
C -7.2029 -1.0827 1.1164 -0.1293
C -7.1799 -0.6296 -0.3005 -0.1752
C -8.1436 0.5880 -0.4607 -0.0713
C -7.7384 1.2767 0.8971 -0.0474
C -6.7711 0.4003 3.1985 -0.0924
C -7.0993 1.7153 4.0451 -0.1790
C -6.0208 1.7291 5.1175 -0.1278
H -10.4841 -3.4836 4.9901 0.0743
H -12.1268 -3.2600 4.6090 0.0718
H -11.4149 -2.1924 5.6682 0.0770
H -11.5818 -1.0259 3.5354 0.1133
H -11.1037 -2.3536 2.5139 0.1171
H -8.7793 -2.1448 3.4369 0.1059
H -9.1888 -0.9563 4.5038 0.1174
H -9.6836 0.6488 2.6636 0.1230
H -9.7851 -0.6051 1.5183 0.1201
H -6.2233 -1.3883 1.4839 0.1059
H -7.8862 -1.9171 1.2742 0.1261
H -6.1184 -0.3887 -0.3588 0.0964
H -7.2064 -1.4439 -1.0246 0.1085
H -7.7651 1.0311 -1.3819 0.1101
H -9.2281 0.5003 -0.5247 0.1116
H -6.7570 1.7510 0.8977 0.0983
H -8.2837 2.0918 1.3729 0.1207
H -5.7826 0.5201 2.7552 0.1080
H -6.6286 -0.5022 3.7929 0.1099
H -8.0337 1.7024 4.6062 0.1082
H -7.0160 2.5690 3.3725 0.1085
H -5.0267 1.9959 4.7587 0.0627
H -5.7698 0.8470 5.7066 0.0693
H -6.3557 2.5323 5.7739 0.0769
C 4.0081 0.8947 5.6561 -0.1067
C 5.4922 1.0728 5.3464 -0.2256
C 5.8613 2.5697 5.0720 -0.1529
C 7.0178 2.6853 4.0422 -0.0602
N 7.4979 4.1629 3.6596 -0.1702
C 8.8023 4.0600 2.8329 -0.0421
C 9.8950 4.5078 3.8600 -0.1300
C 9.2694 4.6525 5.2394 -0.1628
C 7.8108 5.0442 4.9634 -0.0562
C 6.4443 5.0231 2.9933 -0.1281
C 5.7977 4.4971 1.6962 -0.2450
C 5.1337 5.5734 0.9417 -0.0929
H 3.7991 -0.1532 5.8714 0.0738
H 3.4270 1.2360 4.7994 0.0567
H 3.6313 1.4429 6.5196 0.0681
H 5.7836 0.4130 4.5292 0.1015
H 6.0245 0.6565 6.2017 0.1111
H 6.0859 2.9180 6.0802 0.1073
H 5.0589 3.1992 4.6874 0.0944
H 7.0061 2.0696 3.1428 0.1015
H 7.8788 2.2619 4.5594 0.1217
H 8.7305 4.6974 1.9516 0.1300
H 8.8868 3.0499 2.4321 0.1183
H 10.3066 5.4376 3.4671 0.1169
H 10.7280 3.8206 4.0079 0.1211
H 9.8062 5.4013 5.8219 0.1212
H 9.4601 3.7663 5.8446 0.1154
H 7.7674 6.0910 4.6627 0.1248
H 7.0956 4.9379 5.7791 0.1229
H 7.1287 5.8616 2.8647 0.1235
H 5.6931 5.3057 3.7308 0.1313
H 5.0109 3.7723 1.9051 0.0831
H 6.5438 3.9925 1.0823 0.1178
H 4.6727 5.1033 0.0731 0.0590
H 5.9013 6.2268 0.5271 0.0948
H 4.4408 6.0122 1.6597 0.0859
C 5.4237 -1.2700 -0.4028 0.0331
C 5.7103 -2.2010 -1.5773 -0.3691
O 5.1938 -2.1096 -2.6449 0.1237
N 6.6540 -3.3274 -1.2332 0.1161
H 7.2140 -3.5299 -2.0490 0.1741
H 7.1953 -2.9274 -0.4801 0.0688
C 5.8511 -4.6095 -0.9236 0.0327
H 6.1947 -0.5262 -0.2015 0.0826
H 5.2454 -1.7808 0.5434 0.0881
H 4.5410 -0.6734 -0.6331 0.0752
H 6.6689 -5.2915 -0.6909 0.1041
H 5.2730 -5.0261 -1.7485 0.0818
H 5.2042 -4.5130 -0.0517 0.0820
C -2.0435 5.7172 3.3587 0.0087
C -2.4104 6.8190 2.3329 -0.2896
O -3.2934 7.6663 2.6577 0.0902
N -1.8253 6.7945 0.9585 0.0805
H -1.1980 6.0054 0.8954 0.0912
H -2.4152 6.3406 0.2757 0.0844
C -1.1600 8.0647 0.4851 0.0381
H -1.0087 5.6808 3.6992 0.0690
H -2.3102 4.8198 2.8004 0.0726
H -2.6902 5.7222 4.2361 0.0792
H -0.7234 7.8231 -0.4840 0.0643
H -0.2872 8.2658 1.1063 0.1052
H -1.8555 8.8745 0.2648 0.1109
C -0.5065 3.2052 6.5949 0.0372
C -0.6800 1.8384 7.3299 -0.3299
O 0.2031 0.9586 7.3265 0.1459
N -2.0115 1.6512 7.9569 0.0988
H -2.1885 1.2229 8.8543 0.1890
H -2.5293 2.5117 8.0645 0.1697
C -2.8927 0.9222 6.9480 0.0441
H -1.1640 3.3490 5.7375 0.0876
H 0.5048 3.3113 6.2024 0.0841
H -0.6187 3.9954 7.3372 0.0966
H -2.4849 -0.0658 6.7343 0.1066
H -2.9236 1.5292 6.0432 0.0971
H -3.8758 0.8177 7.4069 0.1108
C 3.9127 -3.1025 -6.5840 -0.0424
C 2.4499 -3.0184 -6.0878 -0.1031
N 2.0329 -4.1964 -5.1018 -0.1963
C 3.1283 -4.6005 -4.0994 0.0537
C 0.9402 -3.6135 -4.1486 -0.1743
C 0.2201 -4.5479 -3.2736 -0.0723
C 1.3828 -5.3507 -5.8266 -0.0779
C 2.1681 -5.8781 -7.0683 -0.2370
O 3.4936 -6.1991 -6.8856 -0.2088
C 4.1121 -6.9533 -7.9484 -0.0618
H 4.6595 -2.8291 -5.8387 0.0802
H 4.0380 -2.4251 -7.4287 0.0910
H 4.1642 -4.0935 -6.9617 0.0627
H 1.8059 -2.9732 -6.9660 0.1188
H 2.2450 -2.1067 -5.5268 0.0741
H 2.7879 -5.3056 -3.3411 0.0933
H 3.4225 -3.6283 -3.7039 0.0872
H 3.8512 -5.0416 -4.7857 0.0962
H 0.2012 -3.2565 -4.8658 0.0966
H 1.4121 -2.8069 -3.5875 0.1308
H -0.3769 -3.9071 -2.6248 0.0804
H 0.8264 -4.9366 -2.4555 0.0789
H -0.4829 -5.2254 -3.7582 0.0740
H 0.4325 -5.1856 -6.3341 0.1391
H 1.2852 -6.2244 -5.1821 0.1389
H 2.1198 -5.1343 -7.8636 0.1243
H 1.5754 -6.7529 -7.3355 0.1308
H 5.0537 -7.1375 -7.4312 0.0934
H 4.4891 -6.4974 -8.8639 0.0933
H 3.6861 -7.9382 -8.1396 0.0946
C -4.4195 -2.8671 -0.9666 -0.0683
C -5.3016 -3.9085 -1.6660 -0.1080
N -4.6383 -4.3678 -3.0004 -0.2014
C -5.4636 -5.5724 -3.5672 0.0245
C -4.7993 -3.2474 -4.0913 -0.1586
C -6.1549 -2.9598 -4.6519 -0.0567
C -3.1681 -4.8393 -2.9725 -0.0647
C -2.8231 -6.0423 -1.9769 -0.1381
O -3.2687 -5.6530 -0.6682 -0.2439
C -2.6002 -6.2893 0.4683 -0.0265
H -3.8809 -2.0991 -1.5217 0.0656
H -3.5769 -3.3626 -0.4843 0.0459
H -5.0445 -2.4442 -0.1800 0.0619
H -6.3212 -3.5457 -1.7956 0.1084
H -5.4846 -4.7736 -1.0286 0.1256
H -5.4502 -6.3293 -2.7830 0.0908
H -5.0571 -5.9526 -4.5044 0.1196
H -6.4929 -5.2139 -3.5571 0.0934
H -4.0359 -3.5730 -4.7979 0.1144
H -4.2574 -2.4503 -3.5822 0.0790
H -6.2873 -2.0870 -5.2912 0.0879
H -6.8797 -2.8191 -3.8500 0.0814
H -6.3341 -3.7183 -5.4139 0.0862
H -2.8020 -3.8724 -2.6274 0.0965
H -2.6649 -4.9941 -3.9270 0.1239
H -1.8188 -6.4642 -2.0157 0.1273
H -3.5042 -6.8165 -2.3302 0.1019
H -2.9409 -5.6950 1.3162 0.0799
H -1.5114 -6.2397 0.4602 0.0833
H -2.9756 -7.3106 0.4037 0.0968
C -0.6302 2.7727 -3.7987 -0.0500
C -0.6052 4.2666 -4.1207 -0.1027
N 0.5186 5.1878 -3.4392 -0.1763
C 0.1692 5.3557 -1.9206 0.0225
C 1.8825 4.4642 -3.6233 -0.1634
C 2.9997 5.0048 -2.8240 -0.0687
C 0.5523 6.6009 -4.0809 -0.0662
C -0.7813 7.4423 -4.1387 -0.1315
O -1.8930 6.7526 -4.7698 -0.2202
C -1.8834 6.6242 -6.1602 -0.1070
H -1.5307 2.2519 -4.1244 0.0620
H -0.4857 2.5306 -2.7458 0.0674
H 0.1631 2.3152 -4.3898 0.0755
H -1.4981 4.7096 -3.6797 0.1037
H -0.4553 4.3362 -5.1981 0.1289
H 0.3385 4.3886 -1.4472 0.0938
H -0.8152 5.7829 -1.7296 0.0798
H 0.8241 6.0219 -1.3589 0.0918
H 2.0473 4.3912 -4.6982 0.1394
H 1.8335 3.4285 -3.2873 0.1100
H 2.9445 4.7275 -1.7713 0.0661
H 3.2253 6.0709 -2.7981 0.0862
H 3.9201 4.5732 -3.2172 0.0928
H 0.8425 6.4428 -5.1196 0.1228
H 1.2373 7.1842 -3.4656 0.1264
H -0.5770 8.4043 -4.6088 0.1343
H -0.8922 7.6460 -3.0737 0.1025
H -2.3783 5.6827 -6.3981 0.0945
H -0.9072 6.7230 -6.6349 0.0911
H -2.5113 7.4220 -6.5569 0.0946
C -1.0162 0.7519 3.1310 -0.0372
C -0.9598 -0.5816 2.3671 -0.1179
N -1.3252 -0.5123 0.8283 -0.1713
C -2.6918 0.2279 0.6078 0.0461
C -0.2456 0.3275 0.1349 -0.1584
C -0.0700 0.0981 -1.3638 -0.0545
C -1.5069 -2.0191 0.3624 -0.0286
C -0.2597 -2.9339 0.6250 -0.1392
O 0.9594 -2.4189 0.0526 -0.2034
C 2.0114 -3.3174 -0.0900 -0.0890
H -1.9958 1.2283 3.0903 0.0674
H -0.2901 1.3988 2.6386 0.0628
H -0.8409 0.7649 4.2067 0.0641
H -1.6357 -1.3653 2.7093 0.0881
H 0.0481 -0.9925 2.4253 0.1215
H -2.8845 0.2032 -0.4647 0.0946
H -2.5188 1.2441 0.9619 0.0819
H -3.4736 -0.2383 1.2074 0.0886
H 0.7626 0.2494 0.5417 0.1022
H -0.6053 1.3283 0.3737 0.1043
H 0.6239 0.9131 -1.5699 0.0614
H -0.9791 0.1993 -1.9567 0.0514
H 0.3756 -0.8392 -1.6967 0.0711
H -1.8902 -2.0289 -0.6580 0.1007
H -2.3794 -2.3362 0.9336 0.1065
H -0.5010 -3.8841 0.1486 0.1104
H -0.1917 -3.2241 1.6734 0.0983
H 2.7136 -2.9471 -0.8370 0.0864
H 1.5532 -4.2712 -0.3515 0.0672
H 2.5623 -3.4152 0.8454 0.0821
C 5.6255 1.8800 -3.3205 -0.3997
O 4.1961 1.9538 -3.5784 -0.1461
O 6.2578 2.6301 -4.3751 -0.2589
C 6.0095 2.3457 -1.8989 -0.4757
F 5.1468 1.8855 -0.9315 0.0651
F 7.1347 1.7081 -1.4524 0.0993
F 6.1782 3.6965 -1.7374 0.1046
C 3.5835 1.3410 -4.6237 -0.2659
C 2.8385 0.0498 -4.0687 -0.0475
H 2.3755 0.2154 -3.0959 0.0495
H 2.0639 -0.2603 -4.7701 0.0481
H 3.4846 -0.7928 -3.8224 0.0398
H 4.1139 1.1101 -5.5475 0.1229
H 2.7975 2.0216 -4.9508 0.0845
H 5.8677 0.8183 -3.2745 0.1270
C -4.0915 -2.5285 4.1835 -0.4823
O -2.7421 -2.8734 4.0531 -0.1633
O -4.1137 -1.2530 3.6816 -0.2140
C -4.8408 -3.6319 3.3246 -0.5263
F -4.7074 -4.9042 3.7075 0.1396
F -6.1967 -3.4719 3.4421 0.0810
F -4.5538 -3.5887 2.0150 0.1205
C -2.1005 -3.3310 5.2638 -0.2257
C -0.7736 -3.7102 4.6402 -0.0860
H -0.9807 -4.1288 3.6553 0.0717
H -0.1300 -2.8343 4.5589 0.0816
H -0.2782 -4.4057 5.3176 0.0734
H -2.6268 -4.1462 5.7604 0.1223
H -1.9228 -2.5351 5.9870 0.1005
H -4.3976 -2.5506 5.2294 0.1384
C 3.3565 -6.8222 0.3886 -0.4242
O 2.9492 -5.8977 1.4205 -0.1494
O 3.2352 -6.1898 -0.8622 -0.2668
C 4.6941 -7.5216 0.8269 -0.6568
F 4.3593 -8.4810 1.6453 0.1633
F 5.3531 -8.0325 -0.1967 0.1499
F 5.6104 -6.7998 1.4211 0.1579
C 2.3207 -6.3707 2.6507 -0.2193
C 1.9480 -5.1645 3.5335 -0.0656
H 1.1496 -4.6544 2.9944 0.0355
H 1.4514 -5.5057 4.4418 0.0638
H 2.7429 -4.4531 3.7578 0.0618
H 2.9524 -7.0626 3.2078 0.1075
H 1.4211 -6.9156 2.3647 0.1094
H 2.5220 -7.5173 0.2968 0.1281
C 1.0466 4.1664 1.4818 -0.4803
O 1.3564 2.9150 0.8998 -0.1209
O -0.2836 4.3347 1.2592 -0.1948
C 1.6907 4.2624 2.9245 -0.5033
F 1.1731 3.4340 3.8871 0.0873
F 2.9630 3.9467 2.9995 0.1312
F 1.6612 5.5545 3.4059 0.0892
C 2.7227 2.5387 0.4315 -0.1937
C 3.2004 1.4031 1.3316 -0.0790
H 2.8717 0.3716 1.2055 0.0688
H 4.2872 1.3820 1.4128 0.0682
H 2.7792 1.6798 2.2982 0.0549
H 3.5118 3.2880 0.3681 0.0829
H 2.6442 1.9335 -0.4716 0.0994
H 1.6103 4.9067 0.9140 0.1282
C 8.4360 -1.7576 2.0000 -0.3815
O 7.2009 -2.1684 2.5360 -0.1707
O 8.4590 -2.3548 0.6791 -0.2762
C 8.5209 -0.1953 2.0809 -0.4778
F 9.2061 0.4765 1.1519 0.1482
F 7.1931 0.2779 2.1084 0.0403
F 9.0803 0.2637 3.2191 0.1056
C 6.8476 -3.5558 2.8957 -0.1949
C 5.4106 -3.5676 3.4156 -0.0675
H 5.1852 -2.6534 3.9646 0.0684
H 4.8189 -3.6727 2.5062 0.0512
H 5.1858 -4.4083 4.0719 0.0749
H 7.5460 -3.9890 3.6117 0.1177
H 6.9225 -4.0102 1.9077 0.0936
H 9.1916 -2.2607 2.6034 0.1404
C -2.0109 -0.8545 -4.8166 -0.3934
O -3.3661 -0.3294 -4.9258 -0.1276
O -1.9620 -1.4467 -3.5407 -0.2290
C -1.6473 -1.6112 -6.1305 -0.5363
F -2.1418 -1.0075 -7.1532 0.2119
F -0.2351 -1.5861 -6.2167 0.0550
F -2.0145 -2.9140 -6.1039 0.1152
C -3.7856 0.6856 -4.0337 -0.2664
C -5.1541 0.2873 -3.4599 -0.0528
H -5.8427 -0.0156 -4.2487 0.0703
H -5.0404 -0.4999 -2.7146 0.0489
H -5.6485 1.1553 -3.0237 0.0590
H -3.8234 1.6260 -4.5836 0.0974
H -3.1199 0.9417 -3.2094 0.0948
H -1.3959 0.0428 -4.8857 0.1203
C -4.0971 4.5279 -1.3424 -0.4413
O -5.0918 4.7096 -2.3474 -0.1089
O -3.6626 5.8019 -0.9461 -0.2130
C -4.8732 3.6465 -0.3502 -0.4787
F -6.1784 4.0403 -0.0785 0.1109
F -4.8988 2.3473 -0.8271 0.0630
F -4.1698 3.4389 0.7739 0.1105
C -4.6367 4.6860 -3.7131 -0.2216
C -5.8448 4.4483 -4.6082 -0.0688
H -6.7937 4.8557 -4.2595 0.0760
H -5.7985 5.1446 -5.4456 0.0678
H -6.1146 3.4417 -4.9278 0.0677
H -4.1521 3.7147 -3.8122 0.0836
H -3.9722 5.5040 -3.9914 0.1077
H -3.2980 3.8966 -1.7309 0.1314

***

21
Properties=species:S:1:pos:R:3:nbo_charge:R:1 method="wB97M-V/def2-TZVPD" de_lowest_kcal_mol=85.05 smiles="N[C@H](CC=O)C(=O)O.O.O" charge=0
N 0.4215 2.6673 -0.1188 -0.8012
C 0.3804 1.4916 -0.9352 -0.1593
C -1.1216 0.9345 -0.9286 -0.4957
C -1.7264 0.7317 0.5043 0.4245
O -2.8973 0.8800 0.7486 -0.4980
C 1.2105 0.3099 -0.5542 0.7705
O 1.4664 -0.6780 -1.1900 -0.5730
O 1.9582 0.7509 0.5543 -0.7275
H 0.1720 2.4984 0.7496 0.3515
H 1.2944 3.1692 -0.0145 0.3740
H 0.6227 1.6153 -2.0438 0.2448
H -1.7543 1.4653 -1.6455 0.2406
H -0.9270 -0.1273 -1.3455 0.2277
H -0.9795 0.2371 1.2150 0.1185
H 2.7485 0.2328 0.7453 0.4996
O -0.3026 -3.2450 -0.7305 -0.8925
H -0.3401 -2.3783 -0.6147 0.4535
H -0.6323 -3.3236 -1.4907 0.4401
O 0.2992 -2.3524 2.1396 -0.9238
H 0.6515 -3.1644 1.9918 0.4661
H -0.4546 -2.5454 2.5910 0.4594

***

96
Properties=species:S:1:pos:R:3:lowdin_charge:R:1 method="wB97M-V/def2-TZVPD" energy_ha=-3052.38783 charge=+1
C 0.5582 -6.6272 0.1791 0.1597
C 1.0657 -5.4053 0.2377 -0.0215
C 1.5091 -3.8562 0.2686 0.0018
C 0.6914 -2.7836 1.1315 -0.0187
C -0.5944 -3.3416 1.9200 -0.1355
C -1.8625 -3.3006 0.8779 -0.2109
C -1.5715 -2.4816 -0.4842 -0.4686
S -3.1172 -2.2862 -1.5640 0.7921
C -3.8440 -0.5732 -1.2295 -0.9856
S -3.6791 0.5945 -2.4185 0.6854
N -4.5441 -0.4224 0.0788 -0.1443
C -4.4622 0.9578 0.6246 -0.1636
C -5.7243 1.7807 1.1759 -0.0011
C -5.6178 3.2475 1.7735 -0.0668
C -4.2395 4.0128 1.8777 -0.0687
C -2.9549 3.2128 1.3597 -0.0674
C -3.0635 1.7367 0.7494 -0.0328
C -5.9446 -0.8701 -0.1653 -0.2272
C -6.4216 -2.1713 0.6186 0.0063
C -7.8662 -2.7819 0.4858 -0.0663
C -8.9261 -2.1068 -0.4665 -0.0562
C -8.4489 -0.8224 -1.2890 -0.0459
C -6.9829 -0.2112 -1.1508 -0.0099
C 1.1155 -1.2544 1.1755 0.1258
C 0.3089 -0.1216 2.0212 -0.2769
O -0.9495 -0.2722 2.2148 0.0505
O 1.0638 1.0068 2.4569 -0.0653
C 0.2423 1.9550 3.2099 -0.1374
C 1.0742 3.3722 3.2744 -0.1443
C 2.0463 3.5819 1.9976 -0.2136
C 1.2743 3.6445 0.5726 -0.2060
C 2.3808 3.6745 -0.6237 -0.2626
C 2.5357 5.1492 -1.3058 -0.1387
C 2.3949 -0.8662 0.2878 0.0359
F 2.9109 0.4802 0.2266 0.0266
C 3.1080 -2.0026 -0.5508 0.0230
C 4.3876 -1.7018 -1.5239 0.0155
B 3.7185 -1.4216 -3.0150 -0.4527
O 2.3834 -1.9862 -3.2753 0.0547
O 4.3423 -0.6352 -4.0522 0.1082
N 2.6739 -3.4178 -0.5206 0.0171
F 3.3242 -4.3753 -1.2376 0.0892
H 0.1368 -7.7048 0.2692 0.0994
H -0.3801 -4.4137 2.3138 0.1231
H -0.8739 -2.7059 2.8456 0.1244
H -2.0617 -4.4122 0.5844 0.1158
H -2.8275 -2.9483 1.4133 0.1157
H -1.2084 -1.3855 -0.3060 0.0814
H -0.8273 -3.0742 -1.1625 0.0797
H -6.7942 1.3205 1.1735 0.0967
H -6.5881 3.7730 2.1477 0.0962
H -4.1713 5.0733 2.3354 0.0899
H -1.9313 3.7588 1.4557 0.0700
H -2.0635 1.2775 0.4035 0.0704
H -5.6676 -2.6880 1.3163 0.0877
H -8.1047 -3.7273 1.0965 0.0888
H -9.9916 -2.5560 -0.5557 0.0956
H -9.2489 -0.3421 -1.9803 0.0924
H -6.6764 0.7220 -1.7599 0.0943
H -0.7674 2.2119 2.7259 0.1059
H 0.1564 1.5704 4.2933 0.1483
H 1.6706 3.4960 4.2526 0.1175
H 0.2887 4.2190 3.2499 0.1174
H 2.8765 2.7802 2.0031 0.0993
H 2.5917 4.6046 2.1447 0.1234
H 0.6502 2.6840 0.4438 0.0916
H 0.5449 4.5438 0.4819 0.1207
H 3.3839 3.3105 -0.1694 0.0900
H 2.0807 2.9433 -1.4809 0.1018
H 2.9549 5.9323 -0.5473 0.0808
H 3.3396 5.0576 -2.1494 0.0777
H 1.5688 5.5072 -1.8279 0.0801
H 4.9684 -0.7851 -1.1334 0.1379
H 5.0746 -2.6263 -1.6460 0.1351
H 1.8254 -1.3372 -3.7733 0.1263
H 3.6345 -0.4208 -4.7261 0.1281
N 1.9445 -4.9394 -4.0724 -0.0072
C 0.6716 -5.3768 -3.8173 -0.1473
C 0.1326 -5.8266 -4.9989 -0.1040
C 1.1180 -5.6600 -6.0024 -0.1027
C 2.2265 -5.1132 -5.4015 -0.1347
H 2.5747 -4.5513 -3.3895 0.1006
H 0.2595 -5.3290 -2.8195 0.0845
H -0.8611 -6.2319 -5.1259 0.0953
H 1.0272 -5.9126 -7.0491 0.0965
H 3.1887 -4.8325 -5.8043 0.1084
N 6.2442 3.9422 2.5489 -0.0062
C 5.8791 5.1238 1.9593 -0.1536
C 6.4886 6.1464 2.6456 -0.1082
C 7.2541 5.5606 3.6837 -0.1084
C 7.0868 4.1994 3.5981 -0.1421
H 5.9410 3.0265 2.2559 0.1365
H 5.2175 5.1347 1.1053 0.0923
H 6.3946 7.1999 2.4237 0.0939
H 7.8614 6.0774 4.4129 0.0944
H 7.4925 3.3937 4.1924 0.1049

***

10
Properties=species:S:1:pos:R:3:nbo_charge:R:1 method="wB97M-V/def2-TZVPD" de_lowest_kcal_mol=7.35 smiles="OC(F)(F)F.N=C=O" charge=0
O 2.4773 1.8797 -1.3888 -0.6832
C 3.2217 0.9960 -0.8893 1.1604
F 2.9623 -0.2557 -1.2437 -0.3343
F 2.8586 0.8857 0.4360 -0.3733
F 4.5341 1.2099 -1.0140 -0.3006
H 1.5356 1.6074 -1.3142 0.5295
N -0.9853 -1.3363 0.7531 -0.7416
C -0.8078 -0.2767 0.2276 0.8770
O -0.4498 0.6558 -0.3768 -0.5519
H -1.2453 -1.6786 1.5925 0.4180